C39H84IN3O7 | ωB97M-V with the def2-TZVPD basis set

Properties
net charge = 0
F_max = 9.12 eV Å⁻¹
DFT total energy = -68691.609 eV
highest occupied orbital energy = -8.65 eV

Each line ends with the Löwdin charge.
Element x y z (Å)
C (5.475, -1.466, 6.065)  -0.156
C (5.320, 0.004, 5.281)  -0.259
C (6.806, 0.691, 5.330)  -0.238
C (7.028, 1.956, 4.313)  -0.227
C (5.872, 2.145, 3.167)  -0.228
C (5.949, 1.006, 1.948)  -0.197
C (4.422, 0.895, 1.302)  -0.222
C (4.036, -0.604, 0.761)  -0.212
C (2.556, -0.990, 1.400)  -0.220
C (2.045, -2.505, 1.038)  -0.195
C (0.748, -2.537, 0.012)  -0.203
C (-0.582, -3.238, 0.681)  -0.206
C (-1.538, -2.006, 1.265)  -0.191
C (-2.610, -2.564, 2.398)  -0.209
C (-4.033, -3.107, 1.736)  -0.208
C (-5.314, -2.117, 2.135)  -0.208
C (-5.534, -2.090, 3.766)  -0.219
C (-5.745, -0.594, 4.405)  -0.384
N (-4.562, 0.336, 4.256)  -0.502
I (-3.279, -0.232, 5.818)  0.893
C (-5.031, 1.735, 4.694)  -0.280
C (-4.648, 2.908, 3.579)  -0.271
C (-3.783, 4.101, 4.317)  -0.143
C (-2.663, 4.820, 3.349)  -0.198
C (-1.617, 3.736, 2.637)  -0.171
C (-0.077, 4.090, 3.094)  -0.178
O (0.965, 3.443, 2.278)  -0.132
C (0.486, 2.139, 1.744)  -0.282
C (0.182, 2.066, 0.128)  0.003
O (0.278, 1.095, 2.590)  -0.041
O (-5.962, 3.378, 3.045)  -0.237
C (-5.763, 4.397, 1.998)  -0.113
H (6.300, -1.359, 6.888)  0.071
H (5.896, -2.201, 5.237)  0.078
H (4.453, -1.896, 6.439)  0.073
H (4.923, -0.260, 4.212)  0.089
H (4.536, 0.614, 5.941)  0.121
H (7.659, -0.140, 5.239)  0.117
H (6.934, 1.126, 6.434)  0.116
H (7.118, 2.966, 4.928)  0.108
H (8.101, 1.800, 3.817)  0.115
H (6.091, 3.181, 2.623)  0.114
H (4.788, 2.230, 3.600)  0.103
H (6.279, -0.010, 2.462)  0.104
H (6.668, 1.319, 1.074)  0.112
H (3.602, 1.204, 2.086)  0.094
H (4.372, 1.656, 0.406)  0.110
H (3.849, -0.495, -0.413)  0.116
H (4.840, -1.435, 0.992)  0.112
H (2.601, -0.832, 2.578)  0.118
H (1.781, -0.238, 0.894)  0.079
H (1.671, -3.028, 2.039)  0.108
H (2.946, -3.148, 0.645)  0.106
H (0.442, -1.463, -0.362)  0.091
H (1.114, -3.119, -0.965)  0.102
H (-1.175, -3.806, -0.174)  0.097
H (-0.327, -4.044, 1.512)  0.113
H (-0.817, -1.245, 1.800)  0.100
H (-2.085, -1.554, 0.321)  0.117
H (-2.161, -3.449, 3.038)  0.113
H (-2.825, -1.684, 3.139)  0.045
H (-4.212, -4.203, 2.164)  0.111
H (-3.960, -3.226, 0.553)  0.109
H (-5.239, -1.055, 1.643)  0.113
H (-6.271, -2.632, 1.677)  0.101
H (-6.539, -2.692, 3.996)  0.121
H (-4.661, -2.648, 4.325)  0.087
H (-5.906, -0.741, 5.577)  0.077
H (-6.754, -0.166, 3.962)  0.136
H (-6.193, 1.762, 4.861)  0.129
H (-4.534, 2.060, 5.711)  0.043
H (-4.056, 2.373, 2.723)  0.143
H (-4.566, 4.946, 4.598)  0.129
H (-3.229, 3.758, 5.299)  0.121
H (-1.994, 5.612, 3.932)  0.114
H (-3.188, 5.429, 2.479)  0.100
H (-1.905, 2.681, 3.084)  0.118
H (-1.796, 3.809, 1.473)  0.115
H (0.158, 5.244, 3.098)  0.138
H (0.046, 3.670, 4.196)  0.146
H (0.842, 2.896, -0.381)  0.084
H (-0.938, 2.391, -0.018)  0.093
H (0.348, 1.000, -0.347)  0.084
H (-6.731, 4.536, 1.350)  0.107
H (-5.495, 5.425, 2.510)  0.091
H (-4.829, 4.081, 1.349)  0.101
C (-0.501, -3.640, -7.140)  -0.109
O (-1.258, -4.763, -6.699)  -0.201
C (-0.536, -5.997, -6.781)  -0.205
C (-0.218, -6.531, -5.375)  -0.206
N (0.788, -5.700, -4.706)  -0.056
C (0.946, -6.004, -3.280)  -0.192
C (-0.268, -5.744, -2.363)  -0.206
O (-0.607, -4.362, -2.229)  -0.243
C (-1.455, -3.860, -3.253)  -0.083
H (-1.166, -2.779, -7.190)  0.087
H (0.298, -3.414, -6.432)  0.076
H (-0.085, -3.817, -8.136)  0.086
H (0.368, -5.907, -7.393)  0.120
H (-1.200, -6.713, -7.280)  0.118
H (0.157, -7.557, -5.456)  0.121
H (-1.154, -6.550, -4.808)  0.099
H (0.525, -4.722, -4.796)  0.067
H (1.776, -5.382, -2.920)  0.116
H (1.265, -7.046, -3.168)  0.116
H (0.012, -6.078, -1.357)  0.121
H (-1.145, -6.338, -2.642)  0.110
H (-2.141, -4.620, -3.639)  0.091
H (-0.854, -3.441, -4.061)  0.071
H (-2.047, -3.043, -2.834)  0.088
C (2.156, 4.332, -3.039)  -0.105
O (0.840, 4.663, -3.469)  -0.203
C (0.816, 5.401, -4.697)  -0.203
C (0.228, 4.546, -5.830)  -0.206
N (1.143, 3.464, -6.209)  -0.057
C (0.538, 2.468, -7.100)  -0.195
C (-0.637, 1.640, -6.539)  -0.215
O (-0.267, 0.753, -5.481)  -0.185
C (-0.257, 1.345, -4.190)  -0.101
H (2.091, 3.914, -2.035)  0.067
H (2.597, 3.580, -3.696)  0.078
H (2.791, 5.222, -3.005)  0.090
H (1.804, 5.797, -4.959)  0.121
H (0.153, 6.258, -4.532)  0.119
H (0.041, 5.182, -6.702)  0.121
H (-0.730, 4.147, -5.482)  0.099
H (1.462, 2.988, -5.370)  0.067
H (1.338, 1.769, -7.374)  0.118
H (0.222, 2.960, -8.026)  0.116
H (-0.994, 0.997, -7.352)  0.118
H (-1.493, 2.259, -6.251)  0.108
H (-1.005, 2.137, -4.086)  0.090
H (0.740, 1.728, -3.964)  0.069
H (-0.477, 0.566, -3.456)  0.083